H20O10 | ωB97M-V/def2-TZVPD

```
30
Properties=species:S:1:pos:R:3
O -11.422 2.404 -7.342
O -16.534 2.515 -9.394
O -13.954 0.651 -3.847
O -17.543 -0.538 -5.322
O -14.344 0.164 -6.449
O -11.000 0.139 -3.869
O -15.665 3.360 -6.848
O -17.183 -0.122 -8.672
O -13.516 -1.162 -8.910
O -13.118 -2.407 -5.715
H -17.935 -0.578 -8.294
H -15.204 4.198 -6.820
H -16.985 -0.607 -9.473
H -10.682 1.885 -7.027
H -13.922 -0.824 -8.111
H -16.170 2.750 -8.540
H -13.355 -2.728 -4.845
H -16.659 -0.830 -5.547
H -15.069 0.721 -6.730
H -12.190 1.865 -7.151
H -13.295 1.342 -3.777
H -16.798 1.600 -9.298
H -13.654 -2.108 -8.867
H -13.345 -1.477 -5.698
H -18.114 -1.237 -5.641
H -10.963 0.405 -2.951
H -14.242 0.356 -5.516
H -13.660 -0.023 -3.234
H -11.905 -0.144 -4.001
H -16.475 3.515 -6.363
```

Relative energy (zero: lowest compared OMol25 entry of this formula, charge and spin) in eV: 2.990
Total charge: 0
HOMO energy in eV: -10.136
Max |F| in eV Å⁻¹: 0.693
LUMO level in eV: -0.3677
Electronic energy in eV: -20799.623

Need the Löwdin charges? In units of e they are: number 1, O, carries -0.050; number 2, O, carries -0.071; number 3, O, carries -0.019; number 4, O, carries -0.045; number 5, O, carries -0.052; number 6, O, carries -0.030; number 7, O, carries -0.029; number 8, O, carries -0.034; number 9, O, carries -0.054; number 10, O, carries -0.035; number 11, H, carries 0.045; number 12, H, carries 0.060; number 13, H, carries 0.059; number 14, H, carries 0.030; number 15, H, carries -0.028; number 16, H, carries -0.034; number 17, H, carries 0.032; number 18, H, carries 0.011; number 19, H, carries 0.041; number 20, H, carries 0.006; number 21, H, carries 0.067; number 22, H, carries -0.030; number 23, H, carries 0.028; number 24, H, carries -0.022; number 25, H, carries 0.030; number 26, H, carries 0.040; number 27, H, carries -0.021; number 28, H, carries 0.061; number 29, H, carries -0.016; number 30, H, carries 0.059